# 1
The following is a quantum chemistry calculation of C10H17N5OS in the gas phase in a non-equilibrium geometry, from the Open Molecules 2025 dataset.

Each line ends with the Mulliken charge.
Cartesian coordinates (Å):
O: -3.160 1.935 3.792  -0.659
N: 2.938 0.530 -0.667  -0.182
N: 4.210 0.149 -0.316  -0.670
S: 2.801 -2.012 -0.406  -0.214
C: -2.275 1.748 2.946  0.590
C: 2.076 -0.484 -0.773  0.563
C: 4.281 -1.148 -0.122  0.611
N: -1.052 2.344 3.254  -0.324
N: 0.717 -0.296 -1.044  0.203
N: -1.455 0.614 0.652  0.105
C: 5.511 -1.853 0.437  -0.972
C: -2.559 1.072 1.526  -0.894
C: 0.172 -0.709 1.952  -1.468
C: 0.148 1.069 -1.277  -1.090
C: -0.540 1.621 0.036  -0.377
C: -0.276 -1.244 -0.494  -1.661
C: -0.875 -0.732 0.840  0.416
H: -0.946 2.720 4.188  0.228
H: -0.222 2.117 2.731  0.186
H: 5.272 -2.393 1.366  0.279
H: 5.859 -2.564 -0.304  0.298
H: 6.320 -1.136 0.618  0.287
H: -3.215 0.205 1.740  0.310
H: -3.197 1.744 0.956  0.458
H: -0.336 -0.517 2.920  0.345
H: 0.910 0.061 1.821  0.296
H: 0.646 -1.684 2.030  0.439
H: 0.891 1.783 -1.653  0.472
H: -0.614 1.014 -2.026  0.361
H: 0.278 1.938 0.714  0.215
H: -1.124 2.555 -0.177  0.409
H: -1.099 -1.409 -1.176  0.356
H: 0.121 -2.274 -0.361  0.577
H: -1.680 -1.413 1.109  0.505

Summary:
**HOMO**: -8.193 eV
**Energy relative to the best compared isomer or geometry (same formula, charge and spin)**: 0.0 kJ/mol
**SMILES**: Cc1nnc(N2CCN(CC(N)=O)[C@H](C)C2)s1
**Energy**: -1138.4317 Eh
**HOMO-LUMO gap**: 8.67 eV
**LUMO**: 0.4767 eV

# 2
The following is a quantum chemistry calculation of a molecular structure, C10H17NO3PS2Sn, from the Open Molecules 2025 dataset.

Each line ends with the Mulliken charge.
Cartesian coordinates (Å):
Sn: 1.391 0.797 -1.188  0.518
O: 3.330 0.905 0.002  -0.380
C: 3.848 2.161 0.500  -0.391
C: 2.786 3.211 0.322  0.561
C: 3.016 4.517 0.715  -0.766
C: 2.009 5.451 0.549  -0.219
C: 0.795 5.058 -0.005  -0.796
C: 0.641 3.744 -0.378  -0.019
N: 1.622 2.833 -0.217  -0.156
H: 3.969 0.194 0.139  0.319
H: 4.750 2.427 -0.053  0.390
H: 4.094 2.050 1.557  0.373
H: 3.970 4.794 1.145  0.446
H: 2.168 6.479 0.847  0.452
H: -0.014 5.759 -0.146  0.426
H: -0.287 3.393 -0.816  0.416
C: -2.870 -4.198 1.605  -1.192
C: -1.458 -3.836 1.252  -0.196
O: -1.367 -2.342 1.169  -0.180
P: -0.545 -1.547 0.145  0.890
S: -0.232 0.303 0.857  -0.223
S: 1.409 -1.974 0.014  -0.177
O: -1.156 -1.624 -1.276  -0.189
C: -2.619 -1.727 -1.577  -0.202
C: -2.869 -3.020 -2.298  -1.121
H: -2.911 -5.269 1.806  0.386
H: -3.561 -3.977 0.793  0.292
H: -3.189 -3.673 2.504  0.337
H: -1.142 -4.240 0.290  0.364
H: -0.742 -4.111 2.021  0.361
H: -2.833 -0.854 -2.186  0.358
H: -3.160 -1.655 -0.636  0.343
H: -2.232 -3.107 -3.177  0.342
H: -3.908 -3.040 -2.630  0.375
H: -2.705 -3.882 -1.652  0.257

Summary:
**Total charge**: +2
**HOMO (spin up / spin down)**: -16.325 / -16.305 eV
**Multiplicity**: 2
**Energy**: -2023.2707 Eh
**HOMO-LUMO gap (spin up / spin down)**: 9.70 / 6.75 eV
**LUMO (spin up / spin down)**: -6.6282 / -9.5558 eV

# 3
The following is a quantum chemistry calculation of C10H17O2PS in the gas phase in a non-equilibrium geometry, from the Open Molecules 2025 dataset.

Each line ends with the Mulliken charge.
Cartesian coordinates (Å):
C: 0.544 -1.592 0.363  -0.852
C: 0.097 -0.351 -1.817  -1.067
C: -0.426 -1.349 -0.827  -0.212
C: -0.072 -0.298 0.988  -0.592
C: 0.956 0.748 -1.033  -0.091
C: -1.412 -0.489 0.153  1.718
C: 0.846 0.862 0.489  0.635
C: -2.225 0.578 -0.366  -2.250
C: -2.214 -1.554 0.958  -1.551
C: 0.332 2.218 0.958  -1.666
O: 2.506 0.274 -1.411  -0.415
O: 2.174 0.579 1.000  -0.291
P: 3.289 0.528 -0.045  0.383
S: 4.503 -0.886 0.376  -0.395
H: 0.193 -2.535 0.930  0.282
H: 1.685 -1.696 0.212  0.105
H: 0.752 -0.886 -2.519  0.516
H: -0.650 0.197 -2.394  0.378
H: -1.038 -2.064 -1.409  0.444
H: -0.193 -0.206 2.056  0.735
H: 0.822 1.650 -1.604  0.483
H: -3.105 0.833 0.333  0.262
H: -2.625 0.109 -1.203  0.534
H: -1.932 1.546 -0.624  0.506
H: -2.471 -1.130 1.996  0.336
H: -1.745 -2.455 1.090  0.419
H: -3.188 -1.826 0.359  0.333
H: -0.667 2.385 0.548  0.224
H: 0.990 2.874 0.463  0.553
H: 0.466 2.093 2.001  0.458
H: 3.805 1.843 -0.019  0.078

Summary:
**HOMO**: -8.660 eV
**Energy relative to the best compared isomer or geometry (same formula, charge and spin)**: 69.9 kJ/mol
**SMILES**: CC1(C)[C@H]2C[C@@H]3O[P@H](=S)O[C@]3(C)[C@@H]1C2
**Energy**: -1281.2209 Eh
**HOMO-LUMO gap**: 9.17 eV
**LUMO**: 0.5116 eV

# 4
The following is a quantum chemistry calculation of C10H17OP in the gas phase in a non-equilibrium geometry, from the Open Molecules 2025 dataset.

Each line ends with the Mulliken charge.
Cartesian coordinates (Å):
C: -1.727 0.092 1.869  -0.790
C: -2.545 0.888 1.199  -0.384
C: -0.396 -0.055 1.454  1.257
C: 0.041 0.187 0.196  -0.553
C: -2.131 1.524 -0.081  -1.185
C: -1.015 0.688 -0.797  0.643
C: 0.689 -0.403 2.509  -1.823
C: -1.649 -0.387 -1.747  -1.233
C: 2.171 -1.958 -0.076  -0.973
C: 2.101 0.377 -1.994  -1.292
O: 2.665 0.728 0.592  -0.798
P: 1.833 -0.092 -0.238  1.023
H: -1.914 -0.405 2.796  0.472
H: -3.601 1.168 1.515  0.292
H: -2.933 1.783 -0.766  0.519
H: -1.845 2.632 0.208  0.303
H: -0.542 1.418 -1.584  0.382
H: 0.648 0.265 3.306  0.453
H: 1.540 -0.205 2.000  0.256
H: 0.570 -1.464 2.810  0.341
H: -2.748 -0.457 -1.624  0.428
H: -1.049 -1.289 -1.529  0.255
H: -1.467 -0.114 -2.849  0.236
H: 3.158 -2.096 -0.657  0.392
H: 2.258 -1.926 1.045  0.305
H: 1.282 -2.462 -0.438  0.318
H: 2.962 -0.066 -2.523  0.353
H: 1.331 0.242 -2.690  0.375
H: 2.314 1.386 -1.905  0.428

Summary:
**HOMO**: -8.356 eV
**Energy relative to the best compared isomer or geometry (same formula, charge and spin)**: 0.0 kJ/mol
**SMILES**: CC1=C(P(C)(C)=O)[C@@H](C)CC=C1
**Energy**: -807.7724 Eh
**HOMO-LUMO gap**: 8.99 eV
**LUMO**: 0.6302 eV